The following is a quantum chemistry calculation of one molecule with the formula C4H8N2O, from OMol25.

Last column: Mulliken charge in e.
Atoms and positions in Å:
C  0.4904  1.5100  -0.7686  -1.173
C  0.2968  0.1033  -0.2617  0.489
O  1.8062  -0.8381  2.6667  -0.356
C  -0.8837  -0.6791  -0.7929  -0.528
N  -2.1269  0.0365  -0.5181  -0.578
C  1.1245  -0.4347  0.6000  0.258
N  2.0043  -0.9757  1.2857  -0.544
H  1.3601  1.9850  -0.3092  0.361
H  -0.4015  2.1087  -0.5617  0.313
H  0.6362  1.4966  -1.8559  0.289
H  2.5769  -1.2947  3.0293  0.376
H  -0.8487  -1.7071  -0.4003  0.335
H  -0.7773  -0.7474  -1.8839  0.315
H  -2.2738  0.0893  0.4821  0.222
H  -2.9140  -0.4785  -0.8951  0.220

Values from the calculation:
- structure (SMILES) = CC(=C=NO)CN
- energy above the lowest of the compared OMol25 structures with the same formula, charge and spin (kJ/mol) = 373.1
- total charge = 0
- E_LUMO (eV) = 0.95

***

The following is a quantum chemistry calculation of a 2-piece molecular cluster, C4H8N2O overall, from OMol25.

Last column: Mulliken charge in e.
Atoms and positions in Å:
C  1.3818  -1.3005  -0.9852  -0.889
N  0.7698  -0.5987  0.1263  -0.406
C  -0.6266  -0.3753  0.0721  -0.293
C  -1.2144  -0.0927  1.2358  -0.310
O  -0.6105  -0.1944  2.4554  -0.542
C  -0.7935  2.5022  -0.6778  0.184
N  -0.0082  2.6425  -1.5103  -0.384
H  1.1773  -0.8309  -1.9611  0.307
H  2.4602  -1.3255  -0.8078  0.308
H  1.0074  -2.3286  -1.0119  0.323
H  1.1584  0.3366  0.1941  0.239
H  -1.1549  -0.2142  -0.8717  0.434
H  -1.4726  2.2746  0.1236  0.227
H  -2.2184  0.3094  1.2718  0.449
H  0.1442  -0.8045  2.3465  0.352

Values from the calculation:
- structure (SMILES) = CN/C=C\O.C#N
- energy above the lowest of the compared OMol25 structures with the same formula, charge and spin (kJ/mol) = 286.7
- total charge = 0
- E_LUMO (eV) = 0.90

***

no.,E (hartree)
1,-341.861537
2,-341.894465